<a>
ORCA calculation (the ωB97M-V functional and the def2-TZVPD basis) on a 11-piece molecular cluster, H22O11 overall.

Properties
SMILES = O.O.O.O.O.O.O.O.O.O.O

The geometry in XYZ format:
```
33
H22O11 the ωB97M-V functional and the def2-TZVPD basis
O 0.7651 1.2079 0.3257
H 0.2228 1.9813 0.1343
H 0.1511 0.4681 0.2571
O 0.8117 -1.2360 2.6612
H 1.0453 -0.4124 2.2184
H 0.8367 -1.8953 1.9586
O 2.2793 -1.5720 -0.9884
H 1.4623 -1.4113 -0.5031
H 2.6423 -0.6912 -1.1348
O -4.7135 2.8866 0.4625
H -4.2596 3.0961 1.2866
H -4.0352 2.4672 -0.0788
O 3.7417 3.3348 -0.9384
H 3.3301 3.5837 -1.7737
H 4.0884 4.1645 -0.5914
O -3.7319 -0.4218 -1.1310
H -2.9448 -0.5050 -0.5810
H -3.5987 -1.0709 -1.8308
O 0.0290 4.1400 -0.3572
H -0.6349 3.7107 -0.9086
H -0.2311 3.9129 0.5427
O 2.8181 -1.0200 3.0412
H 2.4408 -1.5410 2.3234
H 3.7637 -1.0142 2.8548
O -0.8501 -3.3475 -1.0420
H -0.1421 -3.1909 -0.4069
H -0.4228 -3.8379 -1.7533
O -2.9540 -1.7805 1.5066
H -2.4731 -2.5688 1.7829
H -2.8497 -1.1710 2.2459
O 1.0402 -2.2120 -2.8316
H 0.7416 -1.4172 -3.2878
H 1.6315 -2.6369 -3.4632
```

---

<b>
ORCA calculation (the ωB97M-V functional and the def2-TZVPD basis) on a 11-piece molecular cluster, H22O11 overall.

Properties
SMILES = O.O.O.O.O.O.O.O.O.O.O

The geometry in XYZ format:
```
33
H22O11 the ωB97M-V functional and the def2-TZVPD basis
O 0.5371 -0.2973 -0.1862
H 1.0663 0.3982 0.2201
H -0.3365 -0.1864 0.2056
O -1.2369 -1.8854 2.4520
H -2.1288 -2.1774 2.2322
H -0.9000 -2.5773 3.0323
O -0.4010 1.6145 2.7331
H -1.3125 1.5122 3.0293
H 0.0249 0.7909 2.9963
O 5.2278 3.5628 -0.2765
H 4.4713 3.3092 0.2643
H 5.5534 4.3691 0.1392
O -3.8313 1.0866 -0.5920
H -4.5094 1.2902 0.0619
H -3.3392 1.9102 -0.6840
O -2.6621 0.2214 -2.5695
H -2.6960 -0.6857 -2.8936
H -3.5638 0.5437 -2.6796
O 2.9120 -4.1713 -1.7900
H 2.0180 -4.4013 -1.5128
H 3.1664 -3.4583 -1.1933
O -3.7999 -1.4605 -0.8751
H -4.6030 -0.9377 -0.7719
H -4.0610 -2.3475 -0.6029
O 1.2884 -2.9634 1.4292
H 1.6590 -3.7626 1.0381
H 1.0419 -2.4233 0.6700
O -0.7860 4.9455 -0.5939
H -1.3129 5.3516 0.1036
H -0.7904 4.0069 -0.3747
O 4.0443 -0.3757 -1.0632
H 4.6712 -1.0159 -1.4183
H 4.5885 0.2142 -0.5296
```

---

Tell me which of them is the most stable. Sure, it is <b>.

---

<a>
ORCA calculation (the ωB97M-V functional and the def2-TZVPD basis) on a 11-piece molecular cluster, H22O11 overall.

Properties
SMILES = O.O.O.O.O.O.O.O.O.O.O

The geometry in XYZ format:
```
33
H22O11 the ωB97M-V functional and the def2-TZVPD basis
O 0.2746 0.3675 0.4994
H 0.2844 1.3628 0.5879
H -0.5862 0.3150 0.1719
O -4.6111 2.0584 -1.7794
H -4.7502 1.0294 -1.6845
H -3.6550 2.1979 -1.7070
O 2.9413 -1.2984 1.8647
H 2.5864 -0.7228 1.2612
H 2.7935 -0.7194 2.6692
O -2.8934 -3.0592 1.8076
H -3.2775 -3.4292 2.6395
H -3.4121 -3.4715 1.1188
O 1.6408 -2.1083 -1.4213
H 2.4557 -2.0430 -0.9709
H 1.8172 -2.6467 -2.1994
O -5.8233 -0.3980 -0.0685
H -5.5712 -1.2663 -0.3961
H -5.0744 0.1763 0.2983
O -1.2913 5.0442 0.6810
H -0.7733 5.7627 0.1308
H -1.3011 4.2799 0.0756
O 2.8962 2.1996 2.2986
H 2.6512 2.1456 3.2539
H 2.0449 2.6996 1.9790
O 4.3243 -0.8660 -1.4312
H 3.6149 -0.7130 -1.9897
H 4.7811 -0.0153 -1.5445
O 3.0474 1.7512 -1.7577
H 2.8797 1.7681 -2.7795
H 3.9301 1.3676 -1.5980
O -0.4677 -3.7592 -0.4157
H -0.4234 -3.7950 -1.3799
H -1.3170 -3.7375 -0.1567
```

---

<b>
ORCA calculation (the ωB97M-V functional and the def2-TZVPD basis) on a 11-piece molecular cluster, H22O11 overall.

Properties
SMILES = O.O.O.O.O.O.O.O.O.O.O

The geometry in XYZ format:
```
33
H22O11 the ωB97M-V functional and the def2-TZVPD basis
O 0.2909 -1.0879 0.6297
H 0.7667 -1.8471 0.2746
H 0.9278 -0.3665 0.5774
O 3.4938 1.9470 -1.9659
H 3.9404 1.8576 -2.8154
H 2.5749 1.7305 -2.1601
O -4.3527 -0.5895 2.3782
H -3.7259 -0.7963 1.6758
H -4.4948 0.3600 2.2937
O -3.5964 0.2005 -2.4107
H -2.9902 0.4993 -1.7235
H -3.2279 0.5652 -3.2233
O -3.1018 -3.2092 -0.1025
H -2.3275 -3.0026 -0.6380
H -3.0819 -4.1695 -0.0220
O -3.1215 1.3779 2.9328
H -3.1887 2.3280 3.0808
H -2.2442 1.2616 2.5511
O -0.2898 2.5115 -0.4119
H -0.4414 2.9245 -1.2695
H -0.8013 3.0507 0.2017
O 2.7003 -0.2315 -2.8044
H 2.5380 -0.1785 -1.8558
H 3.5623 -0.6575 -2.8713
O 3.6225 -3.6245 -1.4851
H 3.8670 -3.1060 -2.2599
H 3.9385 -3.0987 -0.7417
O 0.9751 -1.7383 5.3113
H 0.4072 -1.5281 4.5614
H 0.6968 -2.6224 5.5758
O 2.2833 4.1038 -0.9348
H 2.9459 3.4302 -1.1252
H 1.4544 3.7056 -1.2235
```

---

<c>
ORCA calculation (the ωB97M-V functional and the def2-TZVPD basis) on a 11-piece molecular cluster, H22O11 overall.

Properties
SMILES = O.O.O.O.O.O.O.O.O.O.O

The geometry in XYZ format:
```
33
H22O11 the ωB97M-V functional and the def2-TZVPD basis
O 0.4977 -0.0335 -0.3878
H 0.2562 0.8956 -0.4737
H 0.0565 -0.3167 0.4210
O -1.4804 4.7070 -3.2809
H -0.8049 4.0200 -3.2530
H -1.8354 4.6506 -4.1752
O 0.1586 -2.4481 -0.2431
H -0.6852 -2.1025 0.0690
H -0.0067 -2.6726 -1.1658
O 2.9111 4.4294 -1.2715
H 3.4045 4.2073 -0.4738
H 2.0281 4.0803 -1.1059
O 0.6133 1.5378 1.6258
H -0.3247 1.3563 1.4985
H 1.0327 0.6740 1.5422
O 1.3014 -4.3455 1.2202
H 1.1999 -4.9669 1.9500
H 0.9155 -4.8047 0.4658
O -2.7088 1.1625 -1.2467
H -2.0106 0.5308 -1.4529
H -2.4572 1.9566 -1.7317
O 3.9796 -2.5577 -0.8990
H 3.6090 -2.0316 -1.6165
H 4.7738 -2.0763 -0.6412
O -3.9631 -0.3075 2.1700
H -4.0825 0.3225 1.4504
H -3.1661 -0.7922 1.9275
O -3.2705 -1.2612 -0.6616
H -3.4765 -0.3199 -0.6393
H -4.1106 -1.6898 -0.4628
O 2.2298 -0.7444 3.2172
H 1.4905 -0.3419 2.7477
H 2.0444 -1.6895 3.1803
```

---

<d>
ORCA calculation (the ωB97M-V functional and the def2-TZVPD basis) on a 11-piece molecular cluster, H22O11 overall.

Properties
SMILES = O.O.O.O.O.O.O.O.O.O.O

The geometry in XYZ format:
```
33
H22O11 the ωB97M-V functional and the def2-TZVPD basis
O -4.2632 0.3198 1.6877
H -3.9313 0.0175 0.8423
H -3.6417 0.9940 1.9623
O -0.7394 0.1417 0.7654
H -0.1112 0.3789 0.0833
H -1.1780 0.9640 0.9841
O 0.9748 0.4840 -3.0726
H 1.7895 0.2693 -3.5268
H 1.2488 1.0216 -2.3296
O 1.8785 -0.1164 2.5823
H 2.7934 -0.0522 2.3084
H 1.3896 -0.2134 1.7651
O 0.1497 -2.6325 2.4883
H 0.6040 -3.1998 1.8653
H 0.5599 -1.7751 2.3754
O 3.6389 0.2838 -0.0555
H 2.7627 -0.0700 -0.2080
H 4.1874 -0.1407 -0.7153
O 0.8862 2.6616 -1.1823
H 0.3394 3.3826 -1.4943
H 1.4960 3.0710 -0.5686
O -2.6333 2.5199 0.8309
H -2.1755 3.2759 0.4634
H -2.7003 2.7114 1.7664
O -2.1139 -1.8666 -0.0858
H -1.6506 -1.8465 -0.9231
H -1.6629 -1.2172 0.4537
O -0.8112 -1.4063 -2.3893
H -0.0909 -0.8241 -2.6310
H -1.3001 -1.5337 -3.2024
O 1.5293 -1.4968 -0.2009
H 0.7479 -1.8197 -0.6497
H 2.0277 -2.2860 0.0112
```

---

Tell me which of them is the most stable. Sure, it is <d>.

---

<a>
ORCA calculation (the ωB97M-V functional and the def2-TZVPD basis) on a 11-piece molecular cluster, H22O11 overall.

Properties
SMILES = O.O.O.O.O.O.O.O.O.O.O

The geometry in XYZ format:
```
33
H22O11 the ωB97M-V functional and the def2-TZVPD basis
O 0.2492 0.6469 0.4322
H 0.6369 -0.0987 -0.0399
H -0.6439 0.3521 0.6431
O 4.1136 -1.8661 -3.2180
H 3.5517 -1.7021 -2.4523
H 4.8040 -2.4486 -2.8818
O 0.0960 -0.8192 4.7459
H -0.6181 -0.2125 4.9718
H -0.0991 -1.0840 3.8399
O -4.5786 1.4856 -0.3958
H -4.9726 1.6235 0.4730
H -3.6636 1.2512 -0.2038
O -2.2088 2.7187 -0.8078
H -1.7762 3.5796 -0.7824
H -2.1677 2.4086 0.1039
O 1.2338 -3.9694 1.1648
H 0.4870 -4.5518 0.9853
H 0.8266 -3.1148 1.3456
O 3.2192 -1.3430 0.1922
H 3.6209 -1.7322 -0.5928
H 3.2111 -0.3972 0.0070
O 1.1264 -2.5124 -1.6943
H 1.7433 -2.3545 -2.4179
H 1.6944 -2.6997 -0.9385
O 3.9892 2.2148 -0.0746
H 4.0436 2.6731 0.7715
H 3.0879 1.8743 -0.0994
O -4.4572 2.7310 1.9880
H -4.8824 3.4546 2.4619
H -3.8412 2.3602 2.6299
O -2.7813 0.7539 -2.6138
H -1.8509 0.5925 -2.8071
H -3.2041 -0.0985 -2.7676
```

---

<b>
ORCA calculation (the ωB97M-V functional and the def2-TZVPD basis) on a 11-piece molecular cluster, H22O11 overall.

Properties
SMILES = O.O.O.O.O.O.O.O.O.O.O

The geometry in XYZ format:
```
33
H22O11 the ωB97M-V functional and the def2-TZVPD basis
O -1.4831 -0.0693 0.0879
H -0.6520 0.3413 0.3519
H -1.9709 -0.1634 0.9138
O 0.4966 -2.4070 -0.9283
H 0.9440 -2.6661 -1.7417
H -0.1827 -3.0804 -0.8095
O 2.2338 2.4260 -1.9662
H 1.7633 3.1108 -2.4548
H 2.9171 2.1290 -2.5777
O 1.6072 -2.0282 3.6844
H 1.8001 -1.6039 4.5280
H 2.1513 -1.5476 3.0504
O 3.9782 1.8591 -0.3707
H 3.3359 1.7311 0.3364
H 3.9644 1.0253 -0.8539
O -5.8428 1.2139 -0.5749
H -6.1769 1.7685 0.1391
H -6.3732 0.4113 -0.5163
O -2.0311 2.4422 2.4585
H -2.0817 3.0583 1.7191
H -2.3644 2.9478 3.2084
O 1.6657 1.2427 0.2497
H 1.7051 0.8876 1.1449
H 1.0423 0.6648 -0.2046
O -1.4094 -2.5628 0.2289
H -1.0813 -1.8099 -0.2755
H -2.3310 -2.6428 -0.0419
O 2.6714 -1.2523 -0.3881
H 2.6050 -0.3229 -0.6347
H 2.5603 -1.2494 0.5693
O -1.1520 -1.5922 -3.0255
H -0.6341 -1.4767 -2.2208
H -1.6752 -0.7849 -3.0856
```

---

Tell me which of them is the most stable. Sure, it is <a>.